The following is a DFT calculation (the ωB97M-V functional and the def2-TZVPD basis) of 3 unconnected molecules or ions with the total composition C13H30Br2O8S2.

Cartesian coordinates (Å):
C 1.331 -1.818 -0.023
O 2.626 -1.347 -0.339
C 2.906 -0.051 0.138
C 2.053 1.065 -0.444
O 0.822 1.205 0.254
C -0.315 1.316 -0.565
C -1.548 1.464 0.303
Br -1.593 0.109 1.714
C -2.868 1.355 -0.453
C -3.123 0.011 -1.140
Br -2.955 2.845 -1.741
H 0.571 -1.408 -0.699
H 1.339 -2.900 -0.145
H 1.044 -1.576 1.006
H 2.815 -0.024 1.235
H 3.947 0.141 -0.126
H 1.872 0.886 -1.511
H 2.615 2.004 -0.354
H -0.406 0.450 -1.232
H -0.256 2.218 -1.187
H -1.517 2.403 0.852
H -3.665 1.606 0.240
H -3.425 0.144 -2.175
H -3.910 -0.531 -0.619
H -2.229 -0.614 -1.121
C -2.277 -5.598 -4.366
C -0.890 -5.583 -4.964
O 0.006 -4.679 -4.256
S 0.594 -5.183 -2.872
C 1.934 -4.056 -2.759
O 1.072 -6.524 -3.031
O -0.334 -4.904 -1.818
H -2.279 -6.035 -3.369
H -2.930 -6.190 -5.009
H -2.678 -4.586 -4.302
H -0.434 -6.573 -4.972
H -0.891 -5.190 -5.978
H 2.635 -4.240 -3.568
H 2.407 -4.236 -1.796
H 1.537 -3.046 -2.797
C -0.308 6.500 5.041
C -0.820 5.087 4.885
O -0.114 4.356 3.844
S 1.332 3.804 4.204
C 1.448 2.617 2.917
O 1.274 3.158 5.482
O 2.309 4.829 3.997
H 0.711 6.516 5.423
H -0.953 7.032 5.742
H -0.327 7.023 4.085
H -0.742 4.517 5.811
H -1.854 5.067 4.549
H 0.681 1.859 3.055
H 2.441 2.179 2.989
H 1.323 3.122 1.964

Calculated values
SMILES string	COCCOC[C@H](Br)[C@H](C)Br.CCOS(C)(=O)=O.CCOS(C)(=O)=O
charge	0
HOMO level	-0.3675	Ha
E_LUMO	0.42	eV
largest force on an atom	0.00396	Eh/bohr
Kohn-Sham gap	10.4	eV
DFT total energy	-192101.536	eV